[1]
Computed, not measured: a cluster of 2 separate species, C2H6OS in total at a distorted geometry, with wB97M-V/def2-TZVPD.

The geometry in XYZ format:
```
10
Properties=species:S:1:pos:R:3
C -0.432 1.377 -0.211
C 1.079 -1.303 0.147
O -2.180 -0.658 -0.166
S -1.118 -0.060 0.662
H -1.160 2.260 -0.263
H -0.084 0.930 -1.085
H 0.417 1.665 0.407
H 1.237 -1.206 -0.926
H 0.623 -2.183 0.600
H 1.619 -0.822 0.835
```

Calculated values
orbital gap (spin up / spin down): 7.973 / 8.547 eV
LUMO energy (spin up / spin down): 0.899 / -1.426 eV
relative energy (zero: lowest compared OMol25 entry of this formula, charge and spin): 0.0 kJ/mol
2S+1: 3

[2]
Computed, not measured: a cluster of 2 separate species, C6H19NSi2 in total at a distorted geometry, with wB97M-V/def2-TZVPD.

The geometry in XYZ format:
```
28
Properties=species:S:1:pos:R:3
C -1.310 -0.278 -1.251
C -3.319 -0.790 0.220
C -2.356 1.538 0.003
C 3.446 -1.428 0.981
C 2.867 1.460 -0.102
C -2.047 0.071 0.021
N 2.114 -0.685 -1.597
Si -1.159 -0.252 1.669
Si 2.167 -0.215 0.065
H -0.508 0.616 -1.399
H -0.881 -1.337 -1.330
H -2.015 -0.171 -2.068
H -2.913 -1.758 0.282
H -4.063 -0.550 -0.581
H -3.810 -0.560 1.190
H -3.208 1.683 0.691
H -1.483 2.174 0.189
H -2.641 1.949 -0.975
H 2.926 -2.343 1.321
H 4.167 -1.680 0.222
H 3.815 -0.831 1.932
H 2.026 1.980 -0.470
H 3.314 2.044 0.802
H 3.527 1.520 -0.970
H 1.327 -1.307 -1.808
H 2.226 0.031 -2.324
H -0.881 -1.501 2.433
H -1.327 0.620 2.854
```

Calculated values
orbital gap (spin up / spin down): 6.612 / 6.497 eV
LUMO energy (spin up / spin down): -0.002 / -0.067 eV
relative energy (zero: lowest compared OMol25 entry of this formula, charge and spin): 593.5 kJ/mol
2S+1: 1

[3]
Computed, not measured: a cluster of 2 separate species, C9H14O in total at a distorted geometry, with wB97M-V/def2-TZVPD.

The geometry in XYZ format:
```
24
Properties=species:S:1:pos:R:3
C 1.884 0.243 -1.489
C 0.449 -0.036 -1.518
C -0.378 1.058 -1.077
C -1.685 0.846 -0.861
C -2.286 -0.468 -1.111
C -1.499 -1.530 -1.526
C -0.121 -1.315 -1.611
H 2.540 -0.225 -0.735
H 1.996 1.290 -1.263
H 2.345 -0.042 -2.376
H 0.090 2.100 -0.878
H -2.347 1.621 -0.541
H -3.307 -0.627 -1.218
H -1.979 -2.475 -1.808
H 0.610 -2.287 -1.856
C 0.026 1.289 2.346
C 0.643 -0.114 2.304
O 1.885 -0.219 3.041
H 0.797 2.012 2.207
H -0.473 1.561 3.308
H -0.837 1.354 1.550
H -0.040 -0.809 2.791
H 0.868 -0.591 1.269
H 2.456 -0.968 2.476
```

Calculated values
SMILES: Cc1ccccc1.CCO
orbital gap: 9.665 eV
LUMO energy: 0.709 eV
relative energy (zero: lowest compared OMol25 entry of this formula, charge and spin): 211.1 kJ/mol
2S+1: 1

[4]
Computed, not measured: the molecule C6H17NO3Si at a distorted geometry, with wB97M-V/def2-TZVPD.

The geometry in XYZ format:
```
28
Properties=species:S:1:pos:R:3
C 0.705 -2.191 -2.469
O 0.204 -0.981 -1.901
C 0.152 -0.921 -0.519
O 1.268 -1.633 0.111
C 0.987 -2.154 1.362
C 0.079 0.759 -0.074
C 1.367 1.480 -0.396
N -1.004 1.388 -0.813
Si -2.638 1.181 -0.186
O -0.325 0.678 1.247
C -0.102 1.766 2.137
H 0.485 -2.996 -1.710
H 1.832 -2.292 -2.661
H 0.052 -2.276 -3.348
H -0.706 -1.381 -0.118
H 0.174 -2.961 1.287
H 0.624 -1.278 2.002
H 1.961 -2.500 1.698
H 1.463 2.466 -0.144
H 1.607 1.326 -1.491
H 2.324 1.092 0.145
H -0.939 1.445 -1.830
H -2.986 2.173 0.806
H -3.023 0.058 0.702
H -3.567 1.771 -1.199
H -1.032 1.941 2.676
H 0.394 2.624 1.735
H 0.645 1.415 2.950
```

Calculated values
SMILES: COC(OC)[C@@](C)(N[SiH3])OC
orbital gap: 9.454 eV
LUMO energy: 0.836 eV
relative energy (zero: lowest compared OMol25 entry of this formula, charge and spin): 483.0 kJ/mol
2S+1: 1

[5]
Computed, not measured: a cluster of 2 separate species, H3S3 in total at a distorted geometry, with wB97M-V/def2-TZVPD.

The geometry in XYZ format:
```
6
Properties=species:S:1:pos:R:3
S -2.008 0.697 -0.607
H -1.272 0.882 -1.689
S 1.810 0.416 0.602
S -1.168 -1.187 -0.046
H 2.067 -0.546 1.515
H 0.572 -0.263 0.226
```

Calculated values
orbital gap: 6.539 eV
LUMO energy: 3.606 eV
relative energy (zero: lowest compared OMol25 entry of this formula, charge and spin): 8.1 kJ/mol
2S+1: 1
net charge: -1

[6]
Computed, not measured: the molecule C5H6N2S at a distorted geometry, with wB97M-V/def2-TZVPD.

The geometry in XYZ format:
```
14
Properties=species:S:1:pos:R:3
C -0.246 2.053 -1.645
C 0.614 1.079 -1.424
N 0.656 0.149 -0.426
C 1.761 -0.649 -0.251
C 1.484 -1.573 0.725
N 0.178 -1.404 1.145
C -0.201 -0.357 0.437
S -1.816 0.184 0.728
H -0.899 2.720 -0.750
H -0.392 2.483 -2.783
H 1.344 0.767 -2.230
H 2.651 -0.722 -0.893
H 2.150 -2.225 1.161
H -2.099 -0.500 1.766
```

Calculated values
SMILES: C=Cn1ccnc1S
orbital gap: 9.005 eV
LUMO energy: 0.781 eV
relative energy (zero: lowest compared OMol25 entry of this formula, charge and spin): 286.2 kJ/mol
2S+1: 1

[7]
Computed, not measured: a structure of composition C43H38N2NaO2P2, with wB97M-V/def2-TZVPD.

The geometry in XYZ format:
```
88
Properties=species:S:1:pos:R:3
Na -0.774 -0.110 0.209
C -0.602 -5.690 -5.026
C 0.238 -5.244 -3.819
C 1.442 -6.190 -3.648
C 0.749 -3.825 -4.046
C 1.450 -3.494 -5.205
C 1.952 -2.221 -5.418
C 1.786 -1.246 -4.445
C 1.113 -1.541 -3.269
P 1.014 -0.377 -1.849
C 1.112 1.253 -2.671
C 0.040 1.554 -3.519
C -0.048 2.789 -4.140
C 0.922 3.756 -3.901
C 1.969 3.480 -3.037
C 2.066 2.235 -2.422
C 2.660 -0.722 -1.111
C 2.682 -1.342 0.137
C 3.883 -1.701 0.739
C 5.081 -1.437 0.094
C 5.073 -0.841 -1.162
C 3.873 -0.495 -1.764
C 0.579 -2.820 -3.107
O -0.115 -3.019 -1.936
C -0.778 -4.203 -1.725
C -1.639 -4.208 -0.621
C -2.289 -5.390 -0.301
C -2.109 -6.521 -1.086
C -1.303 -6.461 -2.208
C -0.625 -5.295 -2.563
P -1.850 -2.632 0.296
C -3.090 -1.739 -0.739
C -3.121 -1.848 -2.131
C -3.968 -1.045 -2.886
C -4.806 -0.129 -2.264
C -4.788 -0.017 -0.880
C -3.927 -0.801 -0.125
C -2.833 -3.096 1.763
C -2.199 -3.040 3.003
C -2.882 -3.379 4.167
C -4.210 -3.769 4.096
C -4.856 -3.822 2.864
C -4.173 -3.488 1.705
H -0.001 -5.703 -5.936
H -1.446 -5.014 -5.181
H -0.992 -6.698 -4.879
H 2.094 -6.143 -4.523
H 1.105 -7.223 -3.529
H 2.027 -5.915 -2.769
H 1.610 -4.255 -5.960
H 2.480 -1.993 -6.335
H 2.181 -0.248 -4.600
H -0.724 0.804 -3.702
H -0.874 3.000 -4.808
H 0.860 4.722 -4.389
H 2.722 4.233 -2.840
H 2.881 2.045 -1.738
H 1.745 -1.584 0.627
H 3.881 -2.189 1.705
H 6.020 -1.705 0.562
H 6.006 -0.656 -1.680
H 3.885 -0.067 -2.759
H -2.933 -5.436 0.567
H -2.615 -7.445 -0.831
H -1.192 -7.346 -2.823
H -2.502 -2.581 -2.633
H -3.988 -1.152 -3.964
H -5.479 0.481 -2.853
H -5.464 0.666 -0.378
H -3.934 -0.708 0.955
H -1.159 -2.737 3.054
H -2.378 -3.335 5.124
H -4.747 -4.029 5.000
H -5.894 -4.127 2.810
H -4.685 -3.525 0.751
C -2.191 5.273 -0.510
N -2.898 3.987 -0.513
C -4.240 3.940 -1.093
C -2.254 2.881 -0.209
N -1.686 1.906 0.059
H -2.007 5.611 -1.531
H -1.242 5.170 0.006
H -2.797 6.015 0.006
H -4.211 4.223 -2.146
H -4.890 4.630 -0.558
H -4.641 2.934 -1.007
O 1.479 0.919 2.777
C 0.699 0.332 2.225
```

Calculated values
orbital gap: 8.634 eV
LUMO energy: -1.786 eV
relative energy (zero: lowest compared OMol25 entry of this formula, charge and spin): 38.6 kJ/mol
2S+1: 1
net charge: +1

[8]
Computed, not measured: a cluster of 2 separate species, C4H11NO in total at a distorted geometry, with wB97M-V/def2-TZVPD.

The geometry in XYZ format:
```
17
Properties=species:S:1:pos:R:3
C -0.712 -1.466 1.159
C -1.553 -0.627 0.182
N -2.860 -0.319 0.601
O -1.174 -0.158 -0.876
H -1.439 -1.916 1.844
H 0.022 -0.803 1.566
H -0.217 -2.299 0.622
H -3.473 0.379 0.098
H -2.964 -0.218 1.666
C 2.177 1.449 -0.475
C 1.474 0.403 -1.310
H 1.995 1.370 0.565
H 3.204 1.470 -0.614
H 1.837 2.417 -0.665
H 1.509 -0.563 -0.711
H 1.752 0.275 -2.418
H 0.422 0.607 -1.235
```

Calculated values
SMILES: CC(N)=O.CC
orbital gap: 10.487 eV
LUMO energy: 0.758 eV
relative energy (zero: lowest compared OMol25 entry of this formula, charge and spin): 112.1 kJ/mol
2S+1: 1